Entry from OMol25: a cluster of 2 separate species, C33H39F4I2O5 in total (ωB97M-V with the def2-TZVPD basis set).

- HOMO level: -10.5 eV
- Molecular weight: 845.47 g/mol
- LUMO level: -5.51 eV
- Frontier orbital gap: 5.02 eV
- Electronic energy: -2651.419126 Ha
- Total charge: +1

Each line ends with the Löwdin charge.
Atoms and positions in Å:
C 2.8754 -1.0285 2.6826  -0.11
C 3.5134 -1.6702 1.3928  -0.26
C 5.0988 -1.5785 1.3324  -0.22
C 5.5527 -0.0578 1.4943  -0.19
C 4.9489 0.7541 0.2468  -0.19
C 4.0248 1.9737 0.7024  -0.19
C 2.6045 1.9343 -0.0314  -0.18
C 2.8190 2.5108 -1.4819  -0.20
C 1.4824 2.9085 -2.2368  -0.13
C 0.2936 1.9253 -2.0129  -0.07
C -0.9805 2.4327 -1.4514  -0.10
C -1.2587 3.9138 -1.0538  -0.15
C -1.6448 3.9990 0.4915  -0.20
C -1.5990 5.4720 1.0624  -0.16
C -2.7778 5.6186 2.1386  -0.26
O -3.9279 6.3022 1.6240  -0.09
C -2.1168 1.4875 -1.2510  0.04
C -2.0284 0.0871 -1.6047  -0.06
C -0.7532 -0.4456 -2.1781  -0.01
C 0.3708 0.4687 -2.3505  -0.06
C 1.7340 -0.0902 -2.9164  -0.09
C 2.1294 0.5331 -4.2988  -0.23
O 1.2913 1.0513 -5.0041  0.05
C -0.7531 -1.9422 -2.5394  -0.26
O -0.2209 -2.4551 -3.4990  0.12
C -1.5726 -2.9013 -1.5875  0.04
C -1.1439 -4.2523 -1.2338  -0.15
F 0.0436 -4.7698 -1.6930  0.04
C -2.0016 -5.0837 -0.3728  0.08
C -3.2915 -4.5764 0.1384  -0.02
C -4.1490 -5.5627 1.0110  -0.49
F -3.4325 -6.6571 1.4220  0.11
F -4.8086 -4.9466 2.0312  0.12
F -5.1375 -6.0646 0.1637  0.03
C -3.7074 -3.2064 -0.1820  -0.16
C -5.0320 -2.5887 0.3108  -0.69
I -6.8732 -3.4241 -0.4706  0.97
C -5.1527 -1.5454 1.1692  -0.73
C -6.5366 -0.9231 1.6020  -0.19
I -3.3921 -0.6219 2.0219  0.88
C -2.8471 -2.3604 -1.0506  -0.01
C -3.2280 -0.9027 -1.4307  -0.33
O -4.3440 -0.4885 -1.6322  0.11
H 1.7604 -1.1904 2.7250  0.08
H 3.3874 -1.4742 3.5907  0.08
H 3.0408 0.0793 2.7631  0.06
H 3.0280 -1.1628 0.5100  0.08
H 3.2489 -2.7712 1.3524  0.07
H 5.4326 -2.0105 0.3422  0.11
H 5.5512 -2.2387 2.1254  0.10
H 6.6799 0.0055 1.5165  0.11
H 5.1918 0.3810 2.4696  0.10
H 4.4506 0.0709 -0.4881  0.09
H 5.8553 1.1721 -0.2838  0.11
H 3.9355 2.0521 1.8175  0.10
H 4.5694 2.9044 0.3663  0.10
H 2.3585 0.8363 -0.1601  0.08
H 1.8187 2.4960 0.5349  0.12
H 3.4315 3.4596 -1.3982  0.12
H 3.4192 1.8407 -2.1597  0.10
H 1.7113 2.8971 -3.3455  0.12
H 1.2592 3.9755 -1.9893  0.10
H -2.1974 4.2158 -1.6113  0.13
H -0.4721 4.6438 -1.3633  0.10
H -1.0796 3.2457 1.1060  0.12
H -2.7285 3.6754 0.5455  0.10
H -0.6505 5.6602 1.6270  0.11
H -1.7346 6.2427 0.2464  0.12
H -2.3953 6.0921 3.0911  0.12
H -3.1156 4.5821 2.4278  0.11
H -3.8458 6.3709 0.6580  0.08
H -3.0718 1.8576 -0.8144  0.12
H 1.6853 -1.2093 -3.0818  0.12
H 2.5373 0.0432 -2.1320  0.09
H 3.2005 0.5728 -4.6814  0.14
H -1.6532 -6.1190 -0.1230  0.12
H -6.3393 0.0376 2.1415  0.05
H -7.1826 -1.6441 2.1597  0.07
H -7.0523 -0.6334 0.6371  0.07
O 2.9368 -5.3295 2.3474  0.35
H 2.1145 -5.7715 2.0368  0.21
H 3.6928 -5.5097 1.7443  0.21
H 3.1496 -5.5752 3.2754  0.21